No. 1
CH2O3P2 in the gas phase in a non-equilibrium geometry, computed with ωB97M-V/def2-TZVPD.

The geometry in XYZ format:
```
8
Properties=species:S:1:pos:R:3:forces:R:3
C 0.659416 -0.975433 2.024774 -3.9 -0.7 -1.5
O 1.681314 -0.771800 2.477033 3.2 0.8 1.3
O -1.773062 0.065644 0.663968 -2.9 -0.5 0.6
O 0.500644 -0.085705 -0.349325 0.7 0.4 1.5
P -0.396725 0.315727 1.013347 3.6 -0.3 -2.0
P 0.108522 0.017277 -1.981800 0.4 -3.9 1.1
H 0.408484 1.253416 -2.185189 0.6 3.6 -0.5
H -1.188592 0.180872 -1.662808 -1.8 0.5 -0.5
```
Positions in Å, forces in eV/Å.

The LUMO energy (alpha / beta) is -0.0668 / -3.2382 eV. The value obtained for the energy is -25786.0145 eV. As for the net charge: 0. Its expectation value of S² is 2.007. The calculation puts the HOMO energy (alpha / beta) at -0.2743 / -0.3761 Ha. As for the frontier orbital gap (alpha / beta): 0.2719 / 0.2571 Eh. Its spin multiplicity is 3.

No. 2
16 unconnected molecules or ions with the total composition H30O19S in a non-equilibrium geometry, computed with ωB97M-V/def2-TZVPD.

The geometry in XYZ format:
```
50
Properties=species:S:1:pos:R:3:forces:R:3
S 0.009332 0.247465 0.017699 1.0 2.5 1.3
O -0.992173 -0.398161 -0.761483 -2.0 -2.0 -0.8
O 1.074409 -0.619053 0.393495 1.7 -2.4 -0.7
O 0.574176 1.315610 -0.801219 -0.1 0.7 -0.6
O -0.498354 0.789819 1.257472 -1.9 0.6 0.2
O 2.617912 2.606655 0.082983 -0.2 1.0 1.6
H 1.839130 2.165184 -0.273348 0.1 -0.1 -0.1
H 3.320365 2.555082 -0.525679 0.9 -0.3 -1.3
O -0.335985 3.438791 -1.892814 0.4 -0.6 2.4
H -0.427949 3.193476 -2.775549 -0.2 -0.4 -2.5
H -0.021953 2.561501 -1.468239 -0.4 1.6 -0.3
O 1.089989 -3.109904 0.831655 1.4 -0.9 -0.3
H 1.244320 -2.174367 0.644759 0.3 0.3 -0.3
H 0.179970 -3.060053 1.016195 -2.0 -0.4 0.4
O 2.036164 0.901730 -2.845936 1.3 -0.1 -2.4
H 1.441305 1.031585 -3.602716 0.2 -0.1 0.7
H 1.524854 0.955557 -2.054349 -1.0 0.2 1.0
O -2.228256 2.982487 1.373343 -1.1 1.9 1.1
H -1.759321 2.175412 1.333800 1.0 -1.6 -0.7
H -2.590208 2.946562 2.270409 -0.1 0.2 -0.3
O -3.412063 0.006381 1.109271 -0.4 -0.2 0.2
H -2.624221 0.157943 1.625791 0.4 0.2 0.2
H -3.074012 -0.484771 0.348718 -0.6 0.0 0.4
O 0.296311 2.402247 3.158989 0.0 0.8 1.1
H -0.333910 3.127679 3.177319 0.1 0.0 -0.3
H 0.064853 1.876759 2.388458 0.2 0.0 -0.2
O 1.460903 -2.014191 -2.093675 -0.6 -0.7 -1.6
H 1.561378 -1.430617 -1.363290 0.5 0.8 1.3
H 0.890208 -1.486357 -2.693188 0.5 -0.1 0.0
O -2.630463 1.658624 -1.206534 -0.8 -1.0 0.0
H -1.989227 2.257791 -1.584045 0.5 0.1 0.1
H -2.204046 0.799021 -0.956951 -0.4 1.7 -0.7
O 2.464226 -2.212755 2.884372 0.7 0.5 1.5
H 3.153264 -2.843605 3.016215 0.7 -0.7 0.0
H 1.873195 -2.620323 2.269582 -0.8 -0.6 -0.7
O -0.827171 -3.286171 -1.359361 -1.7 -1.5 -0.3
H -0.936457 -3.746433 -2.201650 0.1 -0.1 0.3
H -0.103640 -2.697979 -1.526103 1.7 0.7 0.0
O -3.141594 -1.907197 -0.826209 -1.8 -3.1 -0.6
H -2.853477 -2.859536 -0.933996 -0.5 1.7 0.3
H -2.302813 -1.505891 -0.796942 2.0 0.8 -0.1
O 2.893668 0.196844 1.917988 0.9 0.2 -1.0
H 3.762631 0.365930 1.507158 -0.8 0.1 0.2
H 2.309335 -0.139735 1.179725 1.2 0.7 1.3
O -0.812490 -0.905107 -3.261421 0.3 1.4 -0.1
H -1.039244 -0.717757 -2.317820 0.3 0.4 -0.5
H -1.072488 -1.796297 -3.336166 -0.7 -1.6 -0.4
O 0.515850 -0.400271 3.322309 -0.4 -0.7 0.6
H -0.231366 -0.191410 3.896753 0.2 0.2 -0.3
H 0.245133 -0.108192 2.434223 0.1 0.0 0.8
```
Positions in Å, forces in eV/Å.

The LUMO energy is 4.7243 eV. The value obtained for the energy is -50227.1897 eV. As for the net charge: -2. The calculation puts the HOMO energy at -0.1209 Ha. As for the frontier orbital gap: 0.2945 Eh.

No. 3
2 unconnected molecules or ions with the total composition C4H2IPS in a non-equilibrium geometry, computed with ωB97M-V/def2-TZVPD.

The geometry in XYZ format:
```
9
Properties=species:S:1:pos:R:3:forces:R:3
C 1.432158 -0.069989 2.160877 -1.2 0.0 -1.5
C -0.291372 0.419512 -2.555106 0.3 -0.8 0.7
C 0.636865 -0.329960 1.277651 -0.1 -0.1 -0.2
C -0.262869 -0.175348 -1.506417 -0.3 0.9 0.3
P -0.625586 -0.912663 0.054146 1.3 0.9 0.9
S -0.268885 -2.792561 -0.242602 -0.1 -1.2 0.1
I -2.575712 2.775596 1.510135 0.0 0.0 0.0
H 2.151654 0.308441 2.837969 0.2 -0.1 0.3
H -0.196251 0.776973 -3.536653 0.0 0.4 -0.6
```
Positions in Å, forces in eV/Å.

The LUMO energy (alpha / beta) is -2.3662 / -3.3637 eV. The value obtained for the energy is -32399.5023 eV. As for the net charge: 0. The calculation puts the HOMO energy (alpha / beta) at -0.3491 / -0.3306 Ha. As for the frontier orbital gap (alpha / beta): 0.2622 / 0.2070 Eh.

Quick rundown of energy relative to the best compared isomer or geometry (same formula, charge and spin), same order as above: 1.389 3.911 1.113 eV